# 1
{"formula": "C23H27N5O2S2Ti", "method": "ωB97M-V/def2-TZVPD", "gap_ev": [5.7, 6.1], "mol_weight_g_mol": 517.50, "homo_ev": [-15.928, -15.928], "multiplicity": 2, "charge": 3, "symbols": ["Ti", "C", "N", "C", "C", "N", "C", "S", "C", "C", "C", "C", "C", "N", "H", "H", "H", "H", "H", "H", "H", "H", "H", "C", "O", "C", "C", "O", "C", "H", "H", "H", "H", "H", "H", "H", "H", "H", "H", "S", "C", "C", "C", "N", "C", "C", "C", "C", "C", "N", "C", "C", "H", "H", "H", "H", "H", "H", "H", "H"], "xyz": [[0.1127, 0.2901, -0.4036], [-2.5302, -3.7164, -1.8651], [-1.1483, -3.3211, -1.5742], [-0.1671, -4.1860, -1.0866], [0.9725, -3.4962, -0.9592], [0.7087, -2.1690, -1.3622], [-0.6348, -2.1092, -1.7526], [-1.3847, -0.6715, -2.2521], [1.6850, -1.4106, -2.1007], [2.6196, -2.0046, -2.9167], [3.4635, -1.1672, -3.6386], [3.3219, 0.2094, -3.5302], [2.3592, 0.7163, -2.6811], [1.5608, -0.0873, -1.9609], [-2.5431, -4.3669, -2.7376], [-3.1160, -2.8260, -2.0742], [-2.9433, -4.2479, -1.0107], [-0.3890, -5.2188, -0.8735], [1.9496, -3.8020, -0.6266], [2.6746, -3.0797, -3.0162], [4.2089, -1.5915, -4.2984], [3.9450, 0.8829, -4.1014], [2.2086, 1.7828, -2.5775], [-1.5974, -1.5941, 1.5696], [-1.3844, -0.3311, 0.8938], [-2.6000, 0.4753, 0.8172], [-2.2732, 1.7279, 0.0022], [-0.8637, 2.0471, 0.1568], [-0.5850, 2.7789, 1.3931], [-1.9319, -1.4047, 2.5882], [-0.6459, -2.1226, 1.5853], [-2.3472, -2.1737, 1.0318], [-2.9084, 0.6946, 1.8394], [-3.3758, -0.1056, 0.3166], [-2.8750, 2.5727, 0.3340], [-2.4351, 1.5850, -1.0630], [-0.6264, 2.1050, 2.2481], [-1.3244, 3.5707, 1.4893], [0.4011, 3.2181, 1.2992], [5.3136, 2.0733, 3.2498], [3.9610, 1.4782, 2.3853], [3.5180, 2.2443, 1.2809], [2.4442, 1.8206, 0.5576], [1.7542, 0.6806, 0.8348], [2.1902, -0.0588, 1.8837], [3.2564, 0.2919, 2.6643], [5.5622, 0.8351, 4.5079], [4.9088, 0.9612, 5.7226], [5.1401, -0.0257, 6.6767], [5.9517, -1.0539, 6.4678], [6.5975, -1.1414, 5.3116], [6.4389, -0.2140, 4.2864], [4.0208, 3.1638, 1.0112], [2.0950, 2.4101, -0.2860], [1.6407, -0.9690, 2.0969], [3.5480, -0.3421, 3.4900], [4.2562, 1.7966, 5.9377], [4.6560, 0.0246, 7.6444], [7.2708, -1.9816, 5.1940], [6.9944, -0.3065, 3.3628]], "atomic_forces_ev_per_a": [[-0.219, -0.062, -0.118], [-0.100, -0.048, -0.022], [0.021, 0.082, 0.033], [0.024, -0.007, 0.009], [-0.007, -0.009, 0.033], [0.009, -0.135, -0.064], [0.025, -0.026, 0.014], [0.048, 0.145, 0.076], [0.044, 0.196, -0.008], [-0.005, -0.013, -0.028], [-0.009, 0.023, 0.010], [0.004, -0.019, -0.013], [-0.003, -0.024, -0.029], [0.053, -0.003, 0.201], [0.028, 0.008, -0.002], [0.013, 0.008, 0.010], [0.024, 0.004, 0.010], [0.009, -0.003, 0.008], [0.004, -0.009, -0.008], [-0.007, -0.003, 0.010], [0.000, -0.004, -0.002], [-0.001, 0.007, 0.005], [0.006, -0.002, 0.003], [0.041, -0.113, 0.042], [0.067, 0.128, -0.057], [0.022, 0.028, 0.023], [-0.122, -0.046, 0.053], [0.063, -0.210, -0.125], [0.013, 0.124, 0.103], [0.013, 0.029, -0.007], [-0.005, 0.007, -0.004], [0.002, 0.028, -0.022], [0.036, 0.016, 0.002], [-0.017, 0.015, 0.020], [0.015, 0.012, -0.034], [-0.016, -0.011, 0.013], [-0.013, -0.015, -0.024], [-0.001, -0.012, -0.031], [0.003, -0.023, -0.019], [0.032, -0.061, 0.020], [0.113, 0.035, -0.025], [-0.094, 0.021, -0.050], [0.074, -0.067, 0.081], [-0.089, 0.005, -0.115], [-0.044, -0.012, -0.016], [-0.003, -0.041, 0.047], [-0.068, 0.105, -0.044], [-0.024, -0.061, 0.118], [0.007, 0.105, -0.124], [0.045, -0.162, 0.153], [-0.077, 0.127, -0.053], [0.051, -0.059, -0.031], [0.004, 0.000, -0.004], [0.015, 0.015, 0.006], [0.000, 0.000, -0.006], [-0.002, 0.000, 0.000], [-0.001, 0.003, -0.019], [0.001, -0.014, 0.009], [0.011, -0.004, -0.001], [-0.008, 0.000, -0.005]]}

# 2
{"formula": "C23H27N5O4", "method": "ωB97M-V/def2-TZVPD", "e_above_lowest_ev": 0.064, "gap_ev": 7.7, "mol_weight_g_mol": 437.50, "homo_ev": -7.988, "symbols": ["C", "C", "C", "C", "C", "N", "C", "N", "C", "N", "C", "C", "C", "C", "C", "O", "C", "C", "O", "N", "C", "C", "C", "C", "C", "O", "C", "C", "C", "O", "N", "C", "H", "H", "H", "H", "H", "H", "H", "H", "H", "H", "H", "H", "H", "H", "H", "H", "H", "H", "H", "H", "H", "H", "H", "H", "H", "H", "H"], "xyz": [[-5.0155, -5.5317, 0.2529], [-4.4768, -4.1466, 0.0918], [-5.3609, -3.0502, -0.1045], [-4.8723, -1.7952, -0.2529], [-3.4710, -1.5348, -0.2189], [-3.0473, -0.3152, -0.3745], [-1.7197, -0.0740, -0.3485], [-1.3311, 1.1781, -0.5432], [-0.0380, 1.4890, -0.5232], [0.2955, 2.7519, -0.7928], [-0.6535, 3.7955, -1.0646], [-0.9185, 4.6768, 0.1743], [-1.6879, 3.9104, 1.2714], [-2.9184, 4.7836, 1.5315], [-3.0391, 5.5477, 0.2141], [-1.7073, 5.7997, -0.1838], [0.9895, 0.5142, -0.2327], [2.4063, 0.9328, -0.1296], [2.8109, 2.0309, -0.5097], [3.2431, 0.0612, 0.4716], [4.6688, 0.2646, 0.5180], [5.3845, -0.7997, -0.3272], [6.9157, -0.6452, -0.2923], [7.4075, -2.0671, -0.0183], [6.2356, -2.6422, 0.7739], [5.0802, -2.0990, 0.1703], [0.5770, -0.7882, -0.0697], [-0.7826, -1.1194, -0.1286], [-1.2205, -2.4721, 0.0452], [-0.5189, -3.4466, 0.2411], [-2.6401, -2.6267, -0.0205], [-3.1465, -3.8851, 0.1261], [-5.6837, -5.5782, 1.1117], [-5.5867, -5.8182, -0.6291], [-4.2101, -6.2463, 0.3962], [-6.4242, -3.2357, -0.1335], [-5.5069, -0.9385, -0.4053], [1.2926, 2.9619, -0.7630], [-0.2646, 4.4328, -1.8632], [-1.5876, 3.3316, -1.3868], [0.0401, 5.0677, 0.5380], [-1.0837, 3.7734, 2.1660], [-1.9834, 2.9322, 0.8937], [-3.8081, 4.2018, 1.7578], [-2.7304, 5.4826, 2.3474], [-3.5421, 6.5113, 0.3043], [-3.5573, 4.9376, -0.5393], [2.9386, -0.8703, 0.7055], [4.8748, 1.2637, 0.1285], [5.0093, 0.1953, 1.5568], [4.9918, -0.7539, -1.3508], [7.3024, -0.2384, -1.2232], [7.2014, 0.0202, 0.5234], [8.3422, -2.0960, 0.5360], [7.5270, -2.6158, -0.9525], [6.1559, -3.7286, 0.7213], [6.2962, -2.3377, 1.8295], [1.2656, -1.6069, 0.0892], [-2.3923, -4.6460, 0.2719]], "atomic_forces_ev_per_a": [[0.028, 0.051, -0.007], [0.576, 0.004, 0.030], [0.230, 0.453, -0.048], [-0.385, -0.423, 0.042], [0.258, 0.009, 0.010], [-0.373, 0.357, -0.075], [0.548, -0.588, 0.097], [-0.033, 0.224, -0.089], [-0.086, -0.280, -0.022], [0.407, 0.225, 0.147], [-0.368, 0.544, 0.076], [0.342, -0.380, -0.111], [0.028, 0.067, -0.008], [0.088, 0.178, -0.184], [-0.309, -0.068, 0.175], [0.128, 0.114, -0.130], [-0.265, -0.317, -0.067], [0.104, -0.107, 0.232], [0.051, 0.100, -0.098], [0.077, -0.352, 0.065], [0.259, -0.233, -0.310], [-0.022, 0.614, -0.053], [-0.162, -0.148, 0.015], [-0.235, -0.042, 0.065], [0.364, -0.152, 0.165], [-0.280, -0.001, -0.074], [-0.064, 0.348, -0.068], [-0.232, 0.284, -0.063], [0.353, -0.023, 0.059], [-0.034, 0.021, -0.025], [-0.131, 0.513, -0.084], [-0.530, -0.845, 0.094], [-0.045, -0.082, 0.056], [-0.041, -0.095, -0.036], [0.008, -0.102, 0.015], [-0.141, 0.041, -0.014], [-0.035, 0.090, -0.015], [-0.202, -0.145, -0.060], [-0.044, -0.075, 0.017], [0.076, 0.152, -0.063], [-0.083, -0.072, -0.026], [0.001, -0.054, 0.027], [0.015, 0.020, 0.079], [-0.060, -0.022, 0.057], [-0.055, 0.016, 0.009], [-0.034, -0.073, -0.034], [-0.017, 0.056, 0.040], [-0.088, 0.145, 0.008], [0.038, -0.106, 0.107], [0.087, 0.050, -0.080], [0.045, 0.032, 0.122], [0.019, 0.075, 0.004], [0.040, 0.058, 0.013], [0.069, -0.029, -0.007], [0.035, -0.038, 0.006], [0.030, 0.050, 0.063], [0.016, -0.066, -0.065], [0.062, -0.022, 0.029], [-0.027, 0.049, -0.007]]}

# 3
{"formula": "C23H27NO2", "method": "ωB97M-V/def2-TZVPD", "e_above_lowest_ev": 0.000, "gap_ev": 9.6, "mol_weight_g_mol": 349.47, "homo_ev": -8.873, "symbols": ["O", "C", "C", "C", "C", "C", "C", "C", "C", "C", "C", "C", "C", "C", "C", "N", "C", "C", "C", "O", "C", "C", "C", "C", "C", "C", "H", "H", "H", "H", "H", "H", "H", "H", "H", "H", "H", "H", "H", "H", "H", "H", "H", "H", "H", "H", "H", "H", "H", "H", "H", "H", "H"], "xyz": [[0.2371, 0.8754, -2.7313], [-0.1051, 0.9410, -1.5665], [0.7418, 1.6310, -0.4888], [1.4033, 0.6035, 0.4003], [1.8014, -0.6319, -0.0977], [2.4176, -1.5567, 0.7284], [2.6415, -1.2604, 2.0615], [2.2536, -0.0299, 2.5645], [1.6410, 0.8955, 1.7390], [1.7819, 2.5250, -1.1234], [2.8196, 1.9966, -1.8786], [3.7546, 2.8315, -2.4634], [3.6687, 4.2027, -2.2958], [2.6383, 4.7365, -1.5421], [1.7001, 3.9014, -0.9621], [-1.2706, 0.4101, -1.1304], [-2.1418, -0.2627, -2.0682], [-2.2041, -1.7519, -1.7383], [-2.4267, -2.0142, -0.2254], [-3.5678, -2.8420, -0.0475], [-1.1858, -2.6776, 0.3899], [-1.3780, -2.9429, 1.8802], [-1.6619, -1.6409, 2.6189], [-2.8867, -0.9548, 2.0194], [-2.7550, -0.7028, 0.5122], [-1.7247, 0.4011, 0.2435], [0.0805, 2.2595, 0.1172], [1.6215, -0.8736, -1.1353], [2.7185, -2.5144, 0.3291], [3.1168, -1.9844, 2.7064], [2.4264, 0.2093, 3.6036], [1.3397, 1.8549, 2.1360], [2.8945, 0.9303, -2.0174], [4.5545, 2.4089, -3.0538], [4.4003, 4.8534, -2.7521], [2.5616, 5.8058, -1.4074], [0.8941, 4.3279, -0.3799], [-1.7327, -0.1079, -3.0679], [-3.1378, 0.1881, -2.0185], [-1.2743, -2.2253, -2.0592], [-3.0260, -2.2021, -2.2980], [-3.3647, -3.7184, -0.3920], [-0.9929, -3.6214, -0.1300], [-0.3223, -2.0292, 0.2387], [-0.4828, -3.4185, 2.2853], [-2.2205, -3.6236, 2.0192], [-0.7842, -0.9931, 2.5635], [-1.8485, -1.8473, 3.6746], [-3.0707, -0.0050, 2.5262], [-3.7554, -1.5962, 2.1727], [-3.7351, -0.3828, 0.1455], [-0.8687, 0.2533, 0.9024], [-2.1842, 1.3690, 0.4931]], "atomic_forces_ev_per_a": [[0.282, 0.001, -0.231], [-0.167, 0.163, 0.224], [0.167, 0.058, -0.274], [0.011, -0.116, 0.146], [-0.010, 0.116, 0.032], [0.060, -0.064, 0.013], [0.048, -0.095, 0.031], [0.003, 0.047, 0.086], [-0.010, -0.015, -0.056], [-0.105, 0.178, 0.027], [0.056, 0.051, -0.009], [0.042, -0.112, -0.006], [0.007, 0.138, -0.006], [0.085, 0.149, -0.047], [-0.051, -0.117, 0.033], [-0.176, -0.212, -0.082], [0.003, -0.250, -0.412], [-0.072, 0.211, 0.129], [0.497, 0.250, -0.359], [-0.292, -0.167, 0.180], [-0.430, -0.061, 0.240], [0.187, 0.120, -0.029], [-0.168, -0.143, -0.026], [0.084, 0.098, -0.070], [-0.096, -0.258, 0.036], [-0.072, 0.137, 0.347], [0.065, -0.098, 0.000], [-0.036, -0.043, -0.135], [0.023, -0.081, -0.035], [0.041, -0.062, 0.052], [0.013, 0.018, 0.084], [-0.040, 0.108, 0.029], [0.007, -0.099, -0.030], [0.057, -0.038, -0.046], [0.055, 0.045, -0.032], [0.000, 0.075, 0.010], [-0.082, 0.009, 0.055], [-0.162, 0.031, 0.145], [0.033, -0.006, -0.042], [0.036, -0.014, -0.051], [0.016, -0.046, 0.021], [-0.006, 0.014, -0.018], [0.058, 0.034, -0.151], [0.057, -0.010, -0.084], [-0.017, -0.068, 0.028], [0.036, -0.072, 0.037], [0.079, 0.034, 0.057], [0.060, 0.065, 0.039], [-0.092, 0.036, 0.043], [-0.057, 0.067, 0.062], [0.051, 0.021, -0.051], [-0.117, 0.066, -0.006], [0.041, -0.096, 0.101]]}

# 4
{"formula": "C23H28Cl6Ge2OTl", "method": "ωB97M-V/def2-TZVPD", "e_above_lowest_ev": 2.129, "gap_ev": [5.9, 5.9], "mol_weight_g_mol": 882.80, "homo_ev": [-4.464, -4.463], "charge": -1, "symbols": ["Tl", "Cl", "C", "C", "Cl", "C", "Cl", "C", "O", "C", "Cl", "C", "Cl", "C", "C", "Ge", "C", "C", "C", "C", "Ge", "C", "C", "C", "C", "C", "C", "C", "C", "C", "C", "H", "H", "H", "H", "H", "H", "H", "H", "H", "H", "H", "H", "H", "H", "H", "H", "H", "H", "H", "H", "H", "H", "H", "H", "H", "H", "Cl", "C", "H", "H"], "xyz": [[-1.3485, -1.5007, 0.1940], [-5.7731, -3.2242, 1.1417], [-4.2919, -2.5758, 0.4155], [-3.2581, -2.1437, 1.1409], [-3.2985, -2.3322, 2.8818], [-1.5077, -3.1485, -1.4000], [-2.2508, -5.4648, -0.0340], [-3.0875, -0.2457, -3.2623], [-3.6168, 0.4115, -4.0094], [-3.3504, -4.3140, -3.2070], [-4.7377, -5.1931, -2.7143], [-4.3127, -2.5646, -1.0247], [-5.5754, -1.7902, -1.9205], [2.1831, -0.0838, 3.5455], [1.2903, -1.2753, 3.2039], [1.0420, -1.5709, 1.2527], [2.2788, -3.0470, 0.7604], [3.7405, -2.7671, 1.1120], [1.7726, 0.0234, 0.3417], [1.0871, 1.0540, -0.1752], [-0.8989, 1.0741, -0.1067], [-1.6938, 2.1625, -1.5582], [-1.3935, 3.6579, -1.6633], [-1.4137, 1.7734, 1.6850], [-0.8553, 3.1101, 2.1664], [1.8450, 2.1241, -0.8799], [2.6509, 1.8100, -1.9752], [3.3802, 2.7912, -2.6324], [3.3255, 4.1091, -2.2024], [2.5265, 4.4360, -1.1146], [1.7868, 3.4565, -0.4700], [2.2898, 0.0448, 4.6265], [1.7741, 0.8426, 3.1369], [3.1847, -0.1975, 3.1240], [0.3074, -1.1532, 3.6632], [1.7073, -2.1994, 3.6153], [2.1768, -3.2388, -0.3114], [1.9365, -3.9489, 1.2772], [4.1213, -1.9019, 0.5658], [4.3916, -3.6136, 0.8753], [3.8564, -2.5556, 2.1782], [2.8626, 0.0812, 0.2540], [-2.7721, 2.0100, -1.4502], [-1.4163, 1.6671, -2.4950], [-1.6189, 4.1867, -0.7353], [-1.9948, 4.1193, -2.4523], [-0.3459, 3.8419, -1.8987], [-1.1198, 0.9883, 2.3894], [-2.5081, 1.7837, 1.6992], [0.2261, 3.0506, 2.3086], [-1.2890, 3.4024, 3.1273], [-1.0514, 3.9206, 1.4619], [2.6908, 0.7814, -2.3128], [3.9924, 2.5242, -3.4855], [3.8948, 4.8757, -2.7130], [2.4727, 5.4617, -0.7699], [1.1516, 3.7245, 0.3636], [-3.0541, -3.0829, -1.9956], [-1.0685, -4.5366, -1.0825], [-0.8962, -5.1720, -1.9454], [-0.1469, -4.4587, -0.5103]], "atomic_forces_ev_per_a": [[0.196, 0.282, -0.171], [0.046, -0.009, 0.014], [-0.154, -0.092, -0.116], [0.021, 0.003, 0.382], [-0.009, -0.052, -0.043], [0.182, 0.222, 0.197], [0.031, -0.172, 0.086], [-0.066, 0.116, -0.185], [0.060, -0.056, 0.058], [0.139, 0.141, -0.030], [-0.092, -0.100, -0.015], [0.230, 0.272, 0.041], [0.047, -0.078, 0.036], [0.008, -0.003, 0.005], [-0.060, 0.005, 0.015], [0.005, -0.109, -0.110], [0.027, 0.026, 0.028], [-0.023, 0.011, 0.025], [0.101, -0.023, 0.109], [0.083, -0.043, -0.109], [-0.096, -0.120, 0.103], [0.044, -0.025, -0.080], [-0.001, 0.001, 0.014], [-0.083, -0.014, -0.025], [0.035, -0.003, -0.012], [-0.039, 0.020, 0.009], [0.003, -0.005, -0.006], [0.000, -0.002, -0.001], [-0.001, -0.001, -0.002], [0.000, 0.002, 0.009], [0.031, -0.005, -0.021], [0.004, 0.006, 0.002], [-0.003, -0.001, 0.001], [0.000, -0.001, 0.000], [-0.001, -0.001, -0.007], [-0.001, -0.003, 0.004], [-0.023, 0.003, 0.016], [-0.023, 0.013, -0.027], [0.005, 0.007, 0.006], [-0.007, -0.003, -0.003], [0.008, 0.002, 0.000], [-0.006, 0.004, -0.024], [0.004, -0.015, -0.004], [0.000, 0.058, 0.080], [-0.007, -0.007, 0.017], [0.003, 0.003, 0.001], [-0.014, -0.001, 0.001], [-0.025, -0.012, -0.004], [0.004, 0.030, 0.006], [0.020, 0.005, -0.026], [0.006, -0.008, 0.001], [-0.012, 0.004, -0.006], [0.001, 0.001, 0.000], [0.000, -0.002, 0.001], [0.000, -0.001, 0.000], [0.000, 0.000, -0.001], [-0.016, 0.002, 0.038], [-0.537, -0.405, -0.297], [-0.008, 0.195, -0.062], [-0.059, -0.041, 0.045], [0.020, -0.021, 0.041]]}

Number 1: energy -2961.84916 a.u.. Number 2: energy -1467.45583 a.u.. Number 3: energy -1097.91023 a.u.. Number 4: energy -8055.52195 a.u..